DFT (wB97M-V/def2-TZVPD) results for 9 unconnected molecules or ions with the total composition C27H78N12O9 at a distorted geometry.

The LUMO energy comes out at 0.34 eV. The calculated total energy comes out at -65570.773 eV. For the gap between HOMO and LUMO, the calculation gives 9.1585 eV. The value obtained for the max |F| is 2.59 eV/Å. Its SMILES is COC[C@H](C)N.COC[C@H](C)N.COC[C@H](C)N.COC[C@H](C)N.COC[C@H](C)N.COC[C@H](C)N.NC(N)=O.NC(N)=O.NC(N)=O.

Geometry as XYZ:
```
126
Properties=species:S:1:pos:R:3:forces:R:3
C -3.7355 -2.8025 -2.2143 0.609 -1.010 -1.191
O -4.8605 -3.4985 -1.6971 0.541 1.153 0.892
C -5.8012 -2.5922 -1.1208 -0.650 -1.106 -0.423
C -6.8951 -3.3586 -0.3442 -0.626 -0.368 -0.987
C -6.5886 -3.7172 1.0848 0.799 -0.123 0.913
N -7.3736 -4.5854 -1.0321 0.776 -0.314 -0.412
H -3.7580 -2.7784 -3.3094 -0.517 0.300 -0.092
H -2.8344 -3.4035 -2.0699 -0.006 0.030 0.620
H -3.5594 -1.7797 -1.8813 -0.349 -0.038 0.441
H -5.3635 -1.8440 -0.4537 0.363 -0.171 0.101
H -6.2706 -2.0402 -1.9394 -0.131 0.034 -0.061
H -7.7409 -2.6814 -0.4927 -0.090 0.170 0.927
H -6.0227 -4.6517 1.1599 0.163 0.011 -0.474
H -7.4814 -3.9544 1.6658 -0.145 0.477 -0.027
H -5.9496 -3.0013 1.6104 -0.448 0.276 0.068
H -7.8668 -5.1670 -0.3611 -0.423 0.398 0.082
H -6.5675 -5.1854 -1.2067 0.146 0.319 -0.363
C 2.9678 3.9214 -0.4472 -0.749 1.836 -0.001
O 2.0903 2.9584 0.0635 0.084 -0.681 -0.199
C 1.2934 3.4037 1.1484 0.061 0.456 -0.435
C 2.0707 3.3533 2.4632 0.524 -1.334 1.369
C 2.3363 1.9197 2.9652 -1.483 -0.610 -0.288
N 1.2871 3.9571 3.5397 -0.257 0.772 -0.774
H 3.6582 4.3279 0.2988 0.516 -0.634 -0.130
H 2.4104 4.8353 -0.7157 -0.281 -0.146 -0.081
H 3.4115 3.6256 -1.3949 0.324 -0.562 0.353
H 0.8430 4.3798 0.9167 0.678 0.465 0.185
H 0.3820 2.8211 1.1162 0.444 -0.690 0.267
H 3.1038 3.7110 2.3627 -0.288 0.901 -0.350
H 2.5428 1.8792 4.0357 0.534 0.330 -0.073
H 3.0726 1.3371 2.4143 0.064 0.191 -0.081
H 1.3709 1.3996 2.9182 0.129 -0.293 -0.227
H 1.2081 4.9562 3.3898 -0.158 0.007 0.205
H 1.6405 3.7936 4.4701 0.299 -0.045 -0.100
C -1.3859 3.6450 -1.4196 0.111 0.433 -0.648
O -1.4408 5.0342 -1.1459 -0.255 0.009 0.050
C -2.1625 5.3494 0.0395 0.617 -0.349 0.225
C -2.6280 6.7984 -0.0011 1.091 0.112 2.219
C -2.8151 7.2706 1.4737 -0.782 -0.123 -0.378
N -3.7808 7.0980 -0.8237 0.123 -0.755 -1.229
H -0.4857 3.4347 -2.0011 0.014 0.169 -0.048
H -2.2479 3.4411 -2.0613 -0.081 -0.677 0.276
H -1.3161 3.0190 -0.5297 -0.321 0.052 0.064
H -2.9894 4.6661 0.2791 -0.237 -0.037 -0.568
H -1.4521 5.1483 0.8535 -0.121 0.476 0.331
H -1.7218 7.3543 -0.2504 -0.395 0.219 -1.119
H -3.5645 8.0602 1.5445 -0.109 -0.079 -0.216
H -1.9077 7.7193 1.8750 0.159 -0.411 0.083
H -3.1624 6.4351 2.0848 0.127 0.116 0.273
H -3.5276 6.8173 -1.7744 0.220 0.577 -0.085
H -4.5057 6.3922 -0.6856 -0.074 0.219 0.769
C -1.6434 0.8213 -4.4893 -0.512 -0.289 -0.164
O -0.3898 1.4253 -4.6551 0.689 -0.206 0.008
C 0.5680 0.8419 -3.7699 -0.874 -0.176 0.438
C 1.9542 1.3560 -4.0066 0.446 2.158 -1.357
C 2.5025 1.1646 -5.4213 -0.484 -1.934 -0.372
N 2.8789 0.8695 -2.9789 -0.689 -0.132 -0.169
H -2.3521 1.2735 -5.1818 0.151 0.144 -0.053
H -2.0617 0.9243 -3.4807 0.241 0.175 0.160
H -1.6133 -0.2522 -4.7083 0.138 -0.048 -0.023
H 0.2588 1.1419 -2.7603 0.137 -0.188 0.235
H 0.5331 -0.2524 -3.8104 0.027 -0.105 -0.145
H 1.8745 2.4526 -3.9592 -0.149 0.083 0.478
H 1.9082 1.5537 -6.2486 -0.107 0.891 0.522
H 2.4102 0.1019 -5.6859 0.618 -0.187 0.295
H 3.5437 1.4688 -5.5149 -0.026 0.086 0.017
H 3.7577 1.3698 -3.0087 -0.081 0.163 0.074
H 2.4161 1.0001 -2.0886 0.289 0.225 0.220
C 5.5974 -5.1155 1.8412 -0.147 -0.046 0.563
O 5.6650 -4.8822 0.4563 0.251 0.193 -0.582
C 5.0738 -3.6527 0.0685 -1.155 0.669 1.813
C 5.5582 -2.4026 0.8189 1.220 1.367 -0.970
C 4.8919 -1.0951 0.2814 -0.338 -0.875 1.305
N 7.0061 -2.2552 0.5364 0.009 -1.411 -0.675
H 6.2430 -4.4069 2.3655 0.242 -0.353 0.200
H 5.8447 -6.1565 2.0409 0.563 0.114 -0.202
H 4.6108 -5.0231 2.3165 -0.325 0.373 -0.592
H 5.1768 -3.4334 -0.9910 0.154 -0.572 -0.112
H 4.0204 -3.7372 0.3636 -0.300 0.106 -0.586
H 5.4733 -2.4445 1.9081 -0.849 -0.177 -0.120
H 5.0375 -0.8419 -0.7667 0.408 -0.413 -0.036
H 5.3573 -0.3413 0.9161 -0.287 0.445 -0.266
H 3.8141 -1.1209 0.4652 0.000 0.152 0.148
H 7.2470 -3.2326 0.3686 0.858 0.288 -0.120
H 7.5972 -1.9608 1.3024 -0.354 0.178 0.251
C -3.0035 -2.0165 2.0450 0.228 -0.219 -0.109
O -2.0946 -1.8165 3.1135 0.096 0.239 -0.376
C -1.7758 -3.0496 3.7473 0.612 0.181 0.251
C -0.2823 -3.0580 4.1832 -0.071 -1.092 -0.897
C 0.5469 -2.7659 2.9262 0.065 1.299 0.467
N 0.1867 -4.3522 4.6707 -0.918 -0.655 0.734
H -2.4983 -2.3733 1.1381 0.212 -0.480 0.168
H -3.4712 -1.0960 1.6988 -0.063 0.251 0.742
H -3.7301 -2.7630 2.3711 -0.354 0.139 -0.353
H -2.4450 -3.1157 4.6088 0.001 -0.543 0.052
H -1.9130 -3.8667 3.0342 -0.128 -0.226 0.167
H -0.1836 -2.3836 5.0340 0.253 0.759 -0.542
H 0.1576 -1.8778 2.4225 0.205 0.098 0.088
H 0.5201 -3.5757 2.1984 -0.110 -0.282 0.276
H 1.5780 -2.5740 3.2315 0.101 -0.050 -0.240
H -0.4578 -5.0903 4.8933 -0.183 0.186 -0.044
H 1.1060 -4.7072 4.4936 0.090 0.411 -0.395
N -1.4245 2.3197 2.7567 0.862 0.847 0.976
C -2.7590 2.2672 2.5670 -1.121 -2.020 0.364
N -3.0320 1.6015 1.3902 0.172 0.720 0.065
O -3.6285 2.5291 3.3917 0.649 0.485 -0.359
H -1.0332 2.3882 3.6788 -0.244 0.443 0.048
H -0.7620 2.0915 2.0447 -0.252 -0.466 -0.151
H -3.9930 1.5424 1.1088 0.111 0.196 -0.325
H -2.2280 1.5232 0.7789 -0.671 -0.552 -0.485
N 3.7622 -1.7016 -3.4576 -1.087 0.358 0.445
C 2.9480 -2.7593 -3.2367 -0.122 0.019 0.638
N 3.5087 -3.9942 -3.3091 -0.197 -0.222 -0.171
O 1.7560 -2.5889 -2.9312 0.411 -0.205 -0.161
H 3.2690 -0.8271 -3.1416 1.095 -0.077 -0.665
H 4.7631 -1.7568 -3.4939 0.031 -0.117 -0.020
H 4.5028 -4.1111 -3.3395 0.003 -0.159 -0.143
H 2.9031 -4.7874 -3.2037 0.117 -0.031 0.099
N 1.4051 -0.3178 -0.5870 0.857 -0.370 0.346
C 0.0882 -0.3461 -0.3492 -0.498 1.921 -0.409
N -0.6012 -1.4099 -0.8024 -0.094 0.454 0.358
O -0.4617 0.6743 0.1108 -0.132 -0.802 0.200
H 1.9011 0.4135 -0.0985 0.153 -0.077 -0.182
H 1.8651 -1.0695 -1.0791 0.093 0.025 0.041
H -0.1021 -2.2658 -0.9713 -0.432 -0.258 -0.174
H -1.5735 -1.3130 -0.5606 -0.041 -0.776 -0.168
```
Forces are in eV/Å.